A structure of composition C4H13N2S at a distorted geometry, computed with ωB97M-V/def2-TZVPD.

```
20
Properties=species:S:1:pos:R:3:forces:R:3:lowdin_charge:R:1
C 0.617 0.086 2.870 -1.1 -1.4 -2.0 -0.071
N -0.902 -0.249 -0.330 0.6 -0.6 -1.4 0.170
C -0.606 -0.205 -1.736 0.0 1.5 0.9 -0.309
C -0.148 -1.623 -2.245 -0.4 0.2 -0.2 -0.509
S -0.255 -1.548 -4.046 0.0 -0.5 0.0 0.795
C 0.258 1.456 2.280 1.5 0.1 1.3 -0.277
N 0.389 1.416 0.870 0.1 -0.6 -0.1 0.180
H -0.080 -0.580 2.336 -0.1 -0.3 0.7 0.064
H 1.559 -0.278 2.456 0.3 0.5 0.3 0.083
H -1.819 -0.660 -0.160 -0.1 0.4 0.3 0.130
H 0.226 0.487 -1.924 -0.1 -0.2 0.2 0.122
H -1.463 0.195 -2.274 -0.1 -0.6 -0.4 0.113
H 0.854 -1.875 -1.912 0.0 0.2 0.1 0.084
H -0.847 -2.330 -1.799 0.1 -0.3 -0.6 0.079
H 0.937 -0.969 -4.307 -0.2 -0.1 0.3 -0.106
H 0.987 2.154 2.720 -0.3 0.6 -0.5 0.137
H -0.727 1.831 2.590 -0.1 0.0 0.0 0.151
H 0.727 2.256 0.421 -0.4 0.6 0.0 0.118
H -0.278 0.562 0.259 0.4 -0.2 0.8 -0.042
H 0.572 -0.125 3.931 -0.2 0.6 0.1 0.086
```
Forces are in eV/Å.

## Properties
2S+1	1
max |F|	2.6	eV Å⁻¹
LUMO energy	-8.3	eV
frontier orbital gap	4.515	eV
molar mass	121.23	g/mol
DFT total energy	-667.44149	Eh
relative energy (zero: lowest compared OMol25 entry of this formula, charge and spin)	625.7	kJ/mol
net charge	+1


The molecule C5H4N2 at a distorted geometry, computed with ωB97M-V/def2-TZVPD.

```
11
Properties=species:S:1:pos:R:3:forces:R:3:lowdin_charge:R:1
C -0.834 -2.647 -0.472 0.2 0.3 0.2 0.131
C -0.363 -1.577 -0.189 -0.2 -0.6 0.1 -0.069
C 0.033 -0.236 0.058 0.2 0.0 0.1 -0.314
C 0.603 0.656 -0.813 0.3 0.1 0.5 -0.030
C 0.498 1.910 -0.163 0.2 0.0 0.1 -0.149
N -0.001 1.767 1.057 0.0 0.1 -0.2 0.031
N -0.270 0.465 1.172 -0.4 -0.1 0.4 0.012
H -1.270 -3.591 -0.704 0.1 0.1 0.0 0.030
H 1.300 0.261 -1.512 -0.2 0.4 -1.3 0.100
H 0.713 2.913 -0.522 0.2 -0.4 0.1 0.101
H -0.416 0.066 2.081 -0.5 0.1 0.1 0.159
```
Forces are in eV/Å.

## Properties
2S+1	1
max |F|	1.4	eV Å⁻¹
LUMO energy	1.0	eV
frontier orbital gap	10.022	eV
SMILES	C#Cc1ccn[nH]1
molar mass	92.10	g/mol
DFT total energy	-302.34327	Eh
relative energy (zero: lowest compared OMol25 entry of this formula, charge and spin)	223.3	kJ/mol
net charge	0


A structure of composition C4H14CsO3, computed with ωB97M-V/def2-TZVPD.

```
22
Properties=species:S:1:pos:R:3:forces:R:3:lowdin_charge:R:1
Cs 0.995 -0.186 -2.269 0.0 -0.1 0.2 1.192
C -1.082 -0.022 2.680 0.1 -0.2 0.1 -0.076
C -0.942 0.946 1.539 0.1 0.1 -0.1 -0.290
O -0.876 0.189 0.308 0.2 -0.1 -0.2 -0.174
H -1.056 0.498 3.638 0.0 0.1 -0.1 0.086
H -0.248 -0.727 2.673 -0.1 0.0 0.0 0.081
H -2.013 -0.580 2.617 0.0 0.0 0.0 0.082
H -0.027 1.538 1.644 0.0 0.0 0.0 0.102
H -1.782 1.642 1.489 -0.1 -0.1 0.0 0.121
H -1.067 0.790 -0.417 -0.3 0.2 0.2 0.029
C 2.870 2.550 0.563 -0.1 -0.1 0.1 -0.117
O 2.116 2.206 -0.608 -0.1 -0.3 -0.2 -0.241
H 3.653 3.263 0.314 0.0 0.1 0.1 0.089
H 2.177 3.006 1.263 0.0 0.0 0.0 0.082
H 3.305 1.664 1.031 0.0 0.0 -0.1 0.086
H 2.743 2.029 -1.315 0.2 0.3 0.1 0.030
C -1.566 -3.371 -2.259 -0.1 -0.3 0.1 -0.121
O -0.710 -2.481 -2.974 0.1 0.5 -0.2 -0.296
H -0.917 -3.981 -1.636 0.0 0.0 0.1 0.088
H -2.272 -2.831 -1.625 0.0 0.0 0.0 0.086
H -2.109 -4.032 -2.935 0.0 0.1 0.0 0.091
H -1.191 -2.110 -3.721 -0.2 -0.2 0.0 0.071
```
Forces are in eV/Å.

## Properties
2S+1	1
max |F|	0.5	eV Å⁻¹
LUMO energy	-3.4	eV
frontier orbital gap	10.304	eV
molar mass	243.06	g/mol
DFT total energy	-406.42956	Eh
relative energy (zero: lowest compared OMol25 entry of this formula, charge and spin)	0.0	kJ/mol
net charge	+1


The molecule C20H42O at a distorted geometry, computed with ωB97M-V/def2-TZVPD.

```
63
Properties=species:S:1:pos:R:3:forces:R:3:lowdin_charge:R:1
C 1.863 -3.604 -6.248 0.4 3.3 -2.9 -0.127
C 2.972 -2.949 -5.386 0.8 -3.9 -0.3 -0.303
C 2.634 -1.569 -4.825 6.5 0.0 -8.0 -0.278
C 1.545 -1.442 -4.002 -2.9 2.9 -0.3 -0.317
C 1.738 -2.142 -2.864 0.5 -8.5 8.7 -0.305
C 0.722 -2.033 -1.739 -2.0 2.5 0.4 -0.244
C -0.586 -2.509 -2.148 -7.5 4.5 -0.9 -0.197
C -1.909 -2.233 -1.087 16.4 4.3 6.1 -0.138
C -2.152 -0.821 -0.688 3.5 2.5 2.8 -0.196
C -3.190 -0.644 0.422 -0.5 -5.3 -3.0 -0.242
C -2.999 -1.238 1.719 7.5 -0.1 5.0 -0.238
C -3.903 -2.178 2.551 -3.0 3.1 -5.6 -0.211
O -4.444 -3.125 1.586 3.5 -3.4 0.6 -0.115
C -2.455 0.124 2.692 -13.9 -9.4 5.1 -0.250
C -1.332 0.680 2.478 9.4 9.0 -3.7 -0.316
C -0.772 1.859 3.466 -6.0 -2.9 -1.4 -0.226
C 0.410 2.534 3.076 -4.9 7.6 -1.5 -0.194
C 0.526 3.695 4.199 11.4 -8.9 -2.4 -0.103
C 1.999 4.265 3.888 -10.3 9.4 -0.3 -0.078
C 1.864 5.294 2.503 3.9 -2.4 7.2 -0.181
C 3.216 5.846 2.432 -5.9 8.9 0.7 -0.125
H 0.935 -3.601 -5.744 -0.9 -0.7 1.0 0.026
H 2.138 -4.563 -6.692 -0.2 0.1 0.2 0.062
H 1.530 -2.824 -7.132 1.2 -1.9 1.6 0.120
H 3.105 -3.776 -4.607 -0.2 1.4 -0.1 0.103
H 4.043 -3.108 -5.850 -2.1 1.2 0.3 0.135
H 2.600 -0.908 -5.883 -0.2 -1.2 2.8 0.176
H 3.668 -1.398 -4.465 -0.9 1.2 0.8 0.122
H 1.551 -0.420 -3.610 -1.3 0.5 -0.8 0.162
H 0.667 -1.943 -4.369 -1.0 1.2 -1.1 0.127
H 2.546 -1.997 -2.202 2.4 0.7 -0.4 0.111
H 1.746 -3.378 -2.905 0.3 2.8 -0.8 0.185
H 0.794 -2.516 -0.764 1.6 -0.2 0.0 0.120
H 0.579 -0.914 -1.483 0.3 -1.5 -0.3 0.137
H -0.906 -3.419 -2.473 0.8 -3.5 -0.5 0.065
H -1.123 -1.944 -3.030 1.7 -0.2 0.9 0.135
H -2.659 -2.646 -1.291 -11.0 -6.6 -3.4 -0.023
H -1.347 -2.728 -0.069 -2.1 0.7 -2.4 0.155
H -2.428 -0.318 -1.600 -0.1 1.0 -0.1 0.108
H -1.136 -0.264 -0.096 -2.3 -1.7 -2.6 0.166
H -3.677 0.204 0.491 -1.6 5.0 0.2 0.074
H -3.939 -1.250 -0.022 -1.7 -0.8 -0.5 0.105
H -1.939 -1.910 1.697 -2.3 1.6 -0.2 0.170
H -3.630 -2.377 3.532 1.0 -1.2 1.4 0.097
H -4.840 -1.644 2.530 -0.5 0.9 1.4 0.115
H -3.679 -3.810 1.399 -2.3 1.8 0.3 0.138
H -3.534 0.543 2.958 2.2 1.0 -1.6 0.165
H -2.505 -0.349 3.722 0.8 -0.2 -0.4 0.118
H -0.500 0.118 2.229 1.7 -2.4 0.5 0.103
H -1.325 1.119 1.456 -0.4 0.9 0.1 0.121
H -1.681 2.538 3.503 1.1 -0.5 0.4 0.142
H -0.714 1.314 4.382 0.3 0.0 1.1 0.106
H 0.103 3.123 2.006 1.5 -1.8 2.6 0.189
H 1.137 1.881 3.021 4.5 -2.6 -0.5 0.063
H -0.087 4.364 4.231 -7.3 7.2 -0.1 0.004
H 0.618 3.143 5.112 -0.3 -0.1 0.9 0.101
H 2.620 3.612 3.776 7.0 -7.6 -1.8 -0.011
H 2.313 4.903 4.683 0.3 0.7 0.6 0.088
H 1.710 4.699 1.771 -1.7 -3.8 -5.1 0.019
H 1.215 6.053 2.632 -2.6 2.0 0.5 0.073
H 3.985 5.297 2.364 5.8 -4.2 0.4 0.001
H 3.202 6.515 1.581 0.5 0.0 -1.0 0.068
H 3.096 6.767 3.185 1.7 -2.3 -0.6 0.137
```
Forces are in eV/Å.

## Properties
2S+1	1
max |F|	18.0	eV Å⁻¹
LUMO energy	0.9	eV
frontier orbital gap	9.718	eV
SMILES	CCCCCCCCCC[C@H](CO)CCCCCCCC
molar mass	298.55	g/mol
DFT total energy	-861.85027	Eh
relative energy (zero: lowest compared OMol25 entry of this formula, charge and spin)	1704.9	kJ/mol
net charge	0


A cluster of 2 separate species, C4H5N in total at a distorted geometry, computed with ωB97M-V/def2-TZVPD.

```
10
Properties=species:S:1:pos:R:3:forces:R:3:lowdin_charge:R:1
C -0.826 -0.525 1.444 0.0 -1.2 -1.1 -0.024
C 0.010 0.355 0.959 -2.7 -0.7 0.9 -0.255
C 0.574 1.370 0.413 -1.8 0.7 0.0 -0.034
H -1.068 -1.384 0.749 0.3 0.8 1.1 0.062
H -1.314 -0.471 2.424 0.4 0.0 -0.4 0.057
H 1.566 1.359 0.668 2.7 1.1 -0.3 0.030
H -0.080 2.166 -0.002 1.1 -0.5 0.1 0.089
C 0.295 -0.922 -2.228 1.5 -1.3 2.7 -0.035
N 0.758 -1.341 -1.266 -0.4 0.0 -0.4 0.093
H 0.085 -0.608 -3.160 -1.0 1.0 -2.5 0.018
```
Forces are in eV/Å.

## Properties
2S+1	1
max |F|	3.3	eV Å⁻¹
LUMO energy	1.0	eV
frontier orbital gap	10.555	eV
SMILES	C=C=C.C#N
molar mass	67.09	g/mol
DFT total energy	-210.04723	Eh
relative energy (zero: lowest compared OMol25 entry of this formula, charge and spin)	305.9	kJ/mol
net charge	0


A structure of composition C5H7NO, computed with ωB97M-V/def2-TZVPD.

```
14
Properties=species:S:1:pos:R:3:forces:R:3:lowdin_charge:R:1
O -0.621 -2.606 1.416 -0.1 -0.1 0.1 0.006
C -0.512 -1.397 0.796 0.1 0.3 -0.2 -0.199
C 0.497 -1.124 -0.025 -0.1 -0.1 0.2 -0.054
C 0.718 0.189 -0.707 0.0 -0.3 -0.1 -0.334
C -0.431 1.229 -0.839 -0.1 0.0 0.0 -0.109
C 0.544 2.047 -0.043 0.2 0.1 0.1 -0.165
N 1.497 1.202 0.092 -0.3 0.2 0.0 0.101
H -1.390 -2.609 1.995 0.1 0.0 -0.1 0.098
H -1.300 -0.678 1.018 0.1 -0.1 0.0 0.115
H 1.246 -1.899 -0.176 -0.1 0.1 0.0 0.114
H 1.231 0.018 -1.658 -0.1 0.0 0.1 0.132
H -1.376 0.983 -0.347 0.2 0.0 -0.1 0.090
H -0.639 1.572 -1.858 0.0 0.0 0.2 0.104
H 0.534 3.072 0.336 0.0 -0.2 -0.1 0.102
```
Forces are in eV/Å.

## Properties
2S+1	1
max |F|	0.4	eV Å⁻¹
LUMO energy	0.7	eV
frontier orbital gap	9.568	eV
molar mass	97.12	g/mol
DFT total energy	-324.63466	Eh
relative energy (zero: lowest compared OMol25 entry of this formula, charge and spin)	235.8	kJ/mol
net charge	0